Density functional theory data (ωB97M-V/def2-TZVPD) for a cluster of 5 separate species, C28H47BrF10N2O12PS5 in total in a non-equilibrium geometry.

Each line ends with the Mulliken charge.
Element x y z (Å)
C1 3.232 -2.038 -0.179  -0.956
C2 2.171 -1.689 0.541  0.306
P1 0.724 -1.277 1.758  0.372
F1 -0.608 -0.954 2.880  -0.567
Br1 0.457 -3.532 1.947  -0.300
C3 1.883 -1.110 3.250  -0.598
C4 2.482 -2.392 3.968  0.139
O1 3.215 -1.839 5.149  -0.619
C5 3.697 -3.155 3.165  -0.375
N1 4.963 -2.341 3.116  -0.666
N2 0.906 0.441 1.449  0.803
C6 0.186 1.398 2.288  -0.695
C7 1.952 0.924 0.581  -0.126
C8 3.476 1.360 1.008  -0.506
O2 1.719 1.171 -0.671  -0.527
S1 -0.717 -1.348 0.154  1.589
O3 0.051 -1.967 -1.036  -0.605
O4 -1.085 0.054 -0.370  -0.714
C9 -2.266 -2.295 0.307  0.346
F2 -2.098 -3.689 -0.109  -0.261
F3 -3.156 -1.771 -0.744  -0.187
C10 -3.171 -2.314 1.612  0.341
F4 -4.320 -3.158 1.236  -0.344
F5 -2.649 -3.011 2.759  -0.230
C11 -3.809 -0.940 2.131  0.731
F6 -3.273 0.264 1.592  -0.266
F7 -3.569 -0.869 3.571  -0.308
C12 -5.425 -0.817 1.983  0.459
F8 -5.873 -0.844 0.610  -0.160
F9 -5.734 0.538 2.430  -0.269
F10 -6.163 -1.673 2.851  -0.228
H1 4.277 -2.434 -0.482  0.336
H2 2.788 -0.417 2.992  0.389
H3 1.306 -0.514 4.072  0.078
H4 1.749 -3.121 4.472  0.354
H5 3.284 -0.854 5.045  0.359
H6 3.947 -4.076 3.840  0.419
H7 3.368 -3.590 2.156  0.115
H8 4.931 -1.769 2.255  0.226
H9 5.715 -3.051 2.954  0.257
H10 -0.958 1.428 2.051  0.006
H11 0.343 1.354 3.430  0.181
H12 0.551 2.468 1.981  0.403
H13 4.068 1.765 0.091  0.168
H14 3.420 2.244 1.751  0.225
H15 4.009 0.431 1.421  0.019
C13 -5.190 -0.255 -3.108  -0.257
C14 -6.546 0.168 -2.540  -0.523
C15 -7.070 1.313 -3.409  -0.718
S2 -6.362 1.072 -5.034  1.140
O5 -5.464 2.170 -5.312  -0.656
O6 -7.405 0.676 -5.955  -0.675
C16 -5.389 -0.362 -4.614  -0.766
H16 -4.848 -1.200 -2.680  0.117
H17 -4.440 0.510 -2.882  0.282
H18 -7.240 -0.678 -2.586  0.330
H19 -6.468 0.471 -1.493  0.182
H20 -8.159 1.296 -3.482  0.373
H21 -6.738 2.283 -3.035  0.381
H22 -4.453 -0.354 -5.172  0.411
H23 -5.973 -1.249 -4.872  0.389
C17 -1.755 4.542 5.367  -0.605
C18 -1.357 4.829 6.816  -0.610
C19 -0.064 4.062 7.097  -0.686
S3 0.778 3.908 5.526  1.108
O7 0.821 2.511 5.162  -0.588
O8 1.960 4.741 5.536  -0.724
C20 -0.482 4.708 4.549  -0.515
H24 -2.544 5.215 5.022  0.364
H25 -2.125 3.515 5.282  0.288
H26 -1.183 5.903 6.940  0.288
H27 -2.146 4.542 7.516  0.336
H28 0.577 4.597 7.800  0.320
H29 -0.269 3.057 7.471  0.368
H30 -0.540 4.243 3.564  0.261
H31 -0.210 5.762 4.452  0.344
C21 0.580 -5.533 -3.425  -0.289
C22 0.843 -5.026 -4.844  -0.669
C23 2.136 -4.210 -4.808  -0.671
S4 3.113 -4.881 -3.468  1.022
O9 3.239 -3.873 -2.443  -0.501
O10 4.258 -5.577 -4.015  -0.714
C24 1.911 -6.084 -2.931  -0.787
H32 -0.202 -6.295 -3.406  0.351
H33 0.259 -4.701 -2.789  0.089
H34 0.964 -5.879 -5.520  0.319
H35 0.009 -4.426 -5.220  0.339
H36 2.694 -4.297 -5.742  0.343
H37 1.939 -3.158 -4.589  0.361
H38 1.954 -6.195 -1.847  0.415
H39 2.149 -7.034 -3.417  0.355
C25 2.491 3.437 -3.454  -0.556
C26 2.726 4.244 -4.732  -0.724
C27 4.208 4.619 -4.773  -0.653
S5 5.071 3.340 -3.869  1.206
O11 5.649 3.927 -2.680  -0.668
O12 5.850 2.545 -4.794  -0.696
C28 3.620 2.418 -3.397  -0.299
H40 1.513 2.953 -3.455  0.373
H41 2.540 4.101 -2.584  0.291
H42 2.477 3.628 -5.603  0.316
H43 2.093 5.135 -4.770  0.336
H44 4.585 4.657 -5.796  0.357
H45 4.393 5.571 -4.272  0.359
H46 3.758 1.986 -2.405  -0.020
H47 3.472 1.626 -4.135  0.343

Values from the calculation:
Lowest unoccupied orbital energy: 1.92 eV
HOMO-LUMO gap: 8.046 eV
2S+1: 1
Highest occupied orbital energy: -0.225 hartree
Total charge: -1